Formula: C48H118O48S11
Source: the Open Molecules 2025 dataset
Level of theory: ωB97M-V/def2-TZVPD

HOMO level ... -10.57 eV
Kohn-Sham gap ... 10.804 eV
Total charge ... 0

Last column: Mulliken charge in e.
Element x y z (Å)
1 C -4.08772 0.93364 3.89538  -0.14
2 O -5.23406 1.58205 3.36432  -0.49
3 C -5.41447 1.63987 2.06915  0.07
4 O -4.67062 1.07149 1.29843  0.40
5 O -6.43098 2.48177 1.69713  -0.21
6 C -7.46788 2.62486 2.70908  -0.74
7 H -3.20743 1.59930 3.90407  0.14
8 H -3.77359 0.00393 3.36718  -0.26
9 H -4.43278 0.77864 4.90773  0.37
10 H -7.67153 1.70706 3.23022  0.36
11 H -8.35836 2.85840 2.11704  0.25
12 H -7.21927 3.44214 3.38913  0.19
13 C -0.22701 0.56000 7.83419  -0.64
14 O -0.83962 1.32675 6.75514  -0.30
15 C -0.18698 1.78775 5.70221  0.55
16 O 0.92275 1.48772 5.37665  -0.53
17 O -0.95921 2.60989 4.96784  0.26
18 C -0.34039 3.54877 4.10303  -0.30
19 H 0.74271 0.92006 8.07954  0.36
20 H -0.20586 -0.41683 7.46939  0.16
21 H -0.99172 0.58948 8.60913  0.23
22 H 0.68617 3.18344 3.96874  0.38
23 H -0.49188 4.57831 4.50099  0.14
24 H -0.84701 3.59449 3.15831  -0.20
25 C -0.60456 3.22407 -4.90043  -0.29
26 O -0.92128 2.48719 -6.16288  -0.31
27 C -2.12734 2.66339 -6.59054  0.91
28 O -2.95185 3.27072 -5.94517  -0.65
29 O -2.32049 2.06412 -7.75486  -0.33
30 C -3.67834 1.99844 -8.22114  -0.64
31 H -1.49444 3.28352 -4.29060  0.15
32 H -0.29572 4.18084 -5.20865  0.62
33 H 0.21386 2.63120 -4.45264  -0.26
34 H -4.51383 2.26463 -7.57751  0.21
35 H -3.75115 0.95391 -8.60941  0.28
36 H -3.57719 2.64260 -9.13243  0.31
37 C -0.97639 -5.16201 -6.16760  -0.60
38 O -2.03959 -4.26477 -5.75303  -0.38
39 C -2.35706 -4.38703 -4.45908  0.91
40 O -1.84735 -5.14841 -3.68013  -0.62
41 O -3.24798 -3.41712 -4.14091  -0.31
42 C -3.73491 -3.42675 -2.72407  -0.49
43 H 0.01474 -4.60703 -6.24150  0.13
44 H -1.24654 -5.64373 -7.11835  0.31
45 H -0.79572 -5.94962 -5.46957  0.32
46 H -2.96002 -2.90347 -2.13740  0.02
47 H -3.86839 -4.45678 -2.37921  0.39
48 H -4.66178 -2.90151 -2.66489  0.36
49 C -5.54187 -2.33584 1.47235  -0.23
50 O -5.02807 -3.33369 0.65490  -0.32
51 C -4.08601 -4.12933 1.19102  1.03
52 O -3.68531 -4.09721 2.29177  -0.55
53 O -3.92813 -5.14254 0.33307  -0.37
54 C -3.15058 -6.29564 0.73821  -0.68
55 H -4.72933 -1.89883 2.02030  -0.06
56 H -6.31040 -2.70627 2.08590  0.49
57 H -5.89751 -1.54883 0.78918  0.04
58 H -3.64499 -7.19098 0.36052  0.26
59 H -3.17132 -6.29651 1.84096  0.36
60 H -2.17414 -6.16886 0.34442  0.16
61 O 6.66280 -4.15494 4.69041  -0.66
62 S 5.94690 -3.98598 3.44243  1.01
63 O 4.52943 -3.99928 3.45494  -0.38
64 O 6.40900 -2.63338 2.77172  -0.05
65 C 7.57652 -1.99574 3.28600  -0.23
66 C 7.62605 -0.54978 2.87801  -1.10
67 C 6.52821 -5.21282 2.28090  -1.10
68 H 8.42632 -2.53058 2.95826  0.48
69 H 7.51151 -1.94495 4.38548  0.29
70 H 6.77982 0.07046 3.22895  0.05
71 H 7.81303 -0.28354 1.81126  0.35
72 H 8.50124 -0.06405 3.32947  0.40
73 H 7.59913 -5.04495 2.32851  0.41
74 H 5.98121 -5.19590 1.35941  0.12
75 H 6.27190 -6.09389 2.88079  0.46
76 O 3.09844 -1.17012 -6.27277  -0.75
77 S 1.84039 -1.44245 -5.69505  1.18
78 O 1.67872 -2.79289 -5.15133  -0.48
79 O 1.54832 -0.32605 -4.65657  -0.57
80 C 0.52183 -0.40104 -3.57389  3.04
81 C -0.80885 -0.93669 -3.93819  -0.37
82 C 0.50003 -1.25748 -6.84505  -1.07
83 H 0.48662 0.64221 -3.28397  -1.33
84 H 1.07919 -0.91593 -2.83767  -0.42
85 H -1.61585 -0.73315 -3.19559  -0.67
86 H -0.75801 -2.01487 -4.07528  0.00
87 H -1.22296 -0.43192 -4.79003  0.59
88 H 0.91111 -1.48952 -7.79944  0.60
89 H 0.21557 -0.20294 -6.88612  0.20
90 H -0.34662 -1.88052 -6.55071  0.17
91 O 4.41929 4.06276 -3.20095  -0.68
92 S 3.66434 3.32799 -2.23717  1.02
93 O 2.20207 3.52270 -2.34215  -0.44
94 O 4.05196 1.75439 -2.18464  0.07
95 C 3.83324 1.02447 -3.52178  0.74
96 C 5.21414 0.78176 -4.08112  -1.38
97 C 4.23016 3.76643 -0.62916  -0.53
98 H 3.22533 1.57800 -4.25654  0.42
99 H 3.33288 0.11621 -3.14079  -0.73
100 H 5.74954 0.14093 -3.36635  0.23
101 H 5.71388 1.74134 -4.19525  0.38
102 H 5.01769 0.30578 -5.01284  0.40
103 H 5.22973 3.39806 -0.56032  0.47
104 H 3.73380 3.09584 0.03869  -0.03
105 H 4.06923 4.84949 -0.38750  0.28
106 O -7.00673 0.29254 -1.32165  -0.69
107 S -6.09257 0.79370 -2.27069  0.95
108 O -4.85538 0.05810 -2.40206  -0.64
109 O -6.72131 0.83583 -3.79949  -0.37
110 C -5.99159 0.41197 -4.94397  0.49
111 C -6.49619 1.19554 -6.17559  -1.43
112 C -5.71362 2.42234 -1.96618  -0.12
113 H -6.16590 -0.67940 -5.15084  0.20
114 H -4.91662 0.56758 -4.79302  -0.06
115 H -6.41436 2.24020 -6.04140  0.41
116 H -7.54363 0.92669 -6.40835  0.36
117 H -5.90030 0.84439 -7.02967  0.34
118 H -6.64556 2.94295 -1.62576  0.39
119 H -5.21592 2.87442 -2.81597  0.32
120 H -4.87574 2.34066 -1.24231  -0.52
121 O -2.89712 2.75073 -0.41261  0.00
122 S -2.03106 1.70694 -0.84972  0.98
123 O -1.61571 1.69688 -2.21099  -0.56
124 O -0.73512 1.83365 0.11965  0.30
125 C 0.48436 1.12278 -0.27579  1.74
126 C 1.52224 1.60083 0.70286  -0.67
127 C -2.65140 0.07781 -0.48676  1.29
128 H 0.70545 1.35831 -1.31335  -0.49
129 H 0.27001 0.06784 -0.22105  -0.52
130 H 1.98998 2.53794 0.47137  -0.06
131 H 2.34477 0.83994 0.78024  0.09
132 H 1.04997 1.72619 1.67495  -0.31
133 H -3.66102 -0.06979 -0.93662  -0.42
134 H -2.75497 -0.04807 0.56532  -0.31
135 H -1.93123 -0.68321 -0.86132  -0.66
136 O 1.42295 -3.03226 5.39290  -0.45
137 S 0.02940 -3.03991 5.10202  1.08
138 O -0.84591 -2.29493 5.90346  -0.65
139 O -0.09301 -2.60193 3.63755  0.15
140 C -1.16618 -1.80361 3.16079  -0.93
141 C -0.52232 -0.50817 2.81017  1.45
142 C -0.66061 -4.65969 5.08517  -0.98
143 H -1.89146 -1.76195 3.98692  0.83
144 H -1.51601 -2.31175 2.29222  -0.38
145 H 0.24895 -0.70321 2.05966  -0.29
146 H -0.06356 -0.01490 3.69963  -0.66
147 H -1.21447 0.09231 2.34575  -0.06
148 H -1.59911 -4.63102 4.50480  0.24
149 H -0.99392 -4.95579 6.08686  0.41
150 H -0.03532 -5.40185 4.59010  0.27
151 O 6.99429 -1.08913 6.76345  -0.65
152 S 5.56952 -0.82528 6.78657  1.24
153 O 5.10148 0.27728 7.59523  -0.64
154 O 5.17182 -0.62545 5.23277  -0.22
155 C 3.84228 -0.18880 4.90777  -0.13
156 C 3.91755 0.79789 3.82068  -0.65
157 C 4.73371 -2.35954 7.06351  -0.67
158 H 3.31707 0.27499 5.75481  0.54
159 H 3.32850 -1.08569 4.54518  0.06
160 H 4.64318 0.38435 3.08099  0.16
161 H 4.16133 1.82275 4.23830  0.25
162 H 2.90216 0.92384 3.45470  -0.14
163 H 3.69228 -2.32819 6.79603  0.17
164 H 4.91334 -2.56307 8.10506  0.45
165 H 5.30644 -3.04521 6.46871  0.21
166 O -4.06260 7.15308 5.21032  -0.68
167 S -4.11712 5.71525 5.04661  1.19
168 O -5.41641 5.12782 4.84475  -0.64
169 O -3.09048 5.22726 4.00288  0.06
170 C -3.26783 5.85096 2.70794  -1.11
171 C -3.10698 4.74520 1.68213  0.16
172 C -3.41381 4.95253 6.48666  -0.54
173 H -2.51432 6.63301 2.71631  0.27
174 H -4.34242 6.15863 2.69937  0.62
175 H -3.74374 3.90616 1.96221  -0.03
176 H -2.13508 4.31160 1.64779  -0.66
177 H -3.44816 5.07401 0.70652  0.58
178 H -2.86245 4.12406 6.11362  -0.20
179 H -4.24878 4.71792 7.11686  0.41
180 H -2.81456 5.76868 6.98810  0.34
181 O 1.65221 5.87889 -0.15404  -0.60
182 S 0.28108 6.27934 -0.39615  1.23
183 O -0.50004 6.67294 0.69290  -0.59
184 O 0.14089 7.50742 -1.41080  -0.36
185 C 0.70927 7.52265 -2.78951  0.16
186 C 1.12111 8.97958 -3.17472  -1.38
187 C -0.51667 4.97895 -1.22633  0.43
188 H -0.05328 7.06557 -3.43790  0.23
189 H 1.69285 6.91304 -2.81870  0.15
190 H 1.74889 9.31957 -2.36152  0.34
191 H 0.26724 9.66817 -3.19724  0.32
192 H 1.70314 9.05971 -4.04726  0.42
193 H 0.10463 4.53358 -2.07962  -0.12
194 H -1.52817 5.30301 -1.60256  0.50
195 H -0.60937 4.19307 -0.46352  -0.80
196 O -0.89530 -2.83352 -0.23585  0.01
197 S 0.45856 -3.25468 -0.42247  0.48
198 O 1.49253 -2.20931 -0.35301  -0.51
199 O 0.72833 -4.36650 0.63135  0.22
200 C 1.95602 -4.59054 1.38464  1.05
201 C 2.17579 -6.12859 1.32062  -1.47
202 C 0.57197 -4.06753 -1.99412  -1.24
203 H 1.83036 -4.19025 2.39790  -0.11
204 H 2.77888 -4.05444 0.90171  -0.38
205 H 1.33051 -6.63396 1.71452  0.40
206 H 3.01710 -6.45246 1.90384  0.37
207 H 2.33068 -6.42214 0.23925  0.20
208 H -0.26748 -4.66359 -2.11005  0.77
209 H 1.53104 -4.66697 -2.10101  -0.01
210 H 0.46229 -3.30441 -2.75670  0.09
211 O 4.43815 -4.43976 -0.82320  -0.55
212 S 5.30611 -3.36752 -1.22725  1.30
213 O 6.65290 -3.42977 -0.69224  -0.71
214 O 5.47202 -3.17929 -2.78971  -0.43
215 C 4.29232 -3.38555 -3.58647  0.72
216 C 4.21736 -4.81998 -4.02675  -1.54
217 C 4.69312 -1.78602 -0.69914  -0.11
218 H 4.38799 -2.68828 -4.40385  0.40
219 H 3.49853 -3.21975 -2.88228  -0.35
220 H 5.00578 -5.02410 -4.73169  0.42
221 H 3.30977 -4.95194 -4.56956  0.27
222 H 4.29664 -5.43632 -3.14005  0.34
223 H 5.61490 -1.23652 -0.63979  0.55
224 H 4.28844 -1.88367 0.30066  0.10
225 H 3.98699 -1.22099 -1.37694  -0.60

Atoms 1-3, force components in eV/Å:
0.74 -0.26 0.05
-0.76 0.46 0.53
0.71 0.59 -1.32

Formula: C18H27BrNTi
Source: the Open Molecules 2025 dataset
Level of theory: ωB97M-V/def2-TZVPD

Spin multiplicity ... 2
HOMO level (spin up / spin down) ... -15.78 / -15.80 eV
Kohn-Sham gap (spin up / spin down) ... 7.822 / 8.035 eV
ΔE to the lowest compared entry with this formula, charge and spin ... 4.22 kcal per mole
Total charge ... +2

Last column: Löwdin spin population.
Element x y z (Å)
1 C 1.64042 2.31752 -0.70867  0.00
2 H 2.47936 2.93140 -0.32938  0.00
3 H 2.01058 1.80183 -1.61365  0.00
4 H 1.42562 1.55457 0.11277  0.00
5 C 0.45812 3.25690 -0.99041  0.00
6 H -0.42438 2.67564 -1.28829  0.00
7 H 0.19162 3.72908 -0.03774  0.00
8 C 0.71482 4.36716 -2.00664  0.00
9 H -0.19765 4.94568 -2.13755  0.00
10 H 1.48995 5.05523 -1.66603  0.00
11 H 1.01071 3.99091 -2.98648  0.00
12 C -0.83267 -1.93855 0.08701  0.01
13 C -1.48072 -1.10929 -0.91197  0.00
14 C -0.51924 -0.78227 -1.95921  0.02
15 C 0.75528 -1.39607 -1.59252  0.02
16 C 0.55458 -2.10587 -0.32718  0.00
17 C 1.52855 -3.06959 0.24831  0.00
18 C 2.00782 -1.40558 -2.40679  0.01
19 C -0.82155 -0.04193 -3.22347  0.00
20 C -2.94476 -0.85676 -0.98765  0.00
21 C -1.54175 -2.69960 1.16131  0.00
22 Ti 0.15355 -0.07714 -0.07281  0.91
23 H 2.88147 -1.72903 -1.82830  0.00
24 H 1.93288 -2.08268 -3.27226  0.00
25 H 2.26669 -0.41414 -2.80713  0.00
26 H 2.55018 -2.80200 -0.04786  0.00
27 H 1.50663 -3.09745 1.34173  0.00
28 H 1.32350 -4.09263 -0.10843  0.00
29 H -2.42644 -2.16336 1.53162  0.00
30 H -1.92902 -3.68557 0.84665  0.00
31 H -0.90618 -2.90976 2.03064  0.00
32 H -3.15228 0.02354 -1.60689  0.00
33 H -3.47537 -1.71878 -1.42493  0.00
34 H -3.37904 -0.67290 0.00086  0.00
35 H -0.05225 0.70056 -3.48627  0.00
36 H -0.90820 -0.71927 -4.08827  0.00
37 H -1.76589 0.51501 -3.17044  0.00
38 Br 1.02946 -1.79238 5.53906  0.00
39 C 0.34533 -0.52452 4.28182  0.00
40 C -0.35464 0.60632 4.72073  0.00
41 C -0.89306 1.46931 3.77084  0.00
42 C -0.73394 1.20772 2.41901  0.00
43 N 0.00816 0.14620 2.01768  0.00
44 C 0.52156 -0.74554 2.91311  0.00
45 H -0.46656 0.77081 5.78919  0.00
46 H -1.44185 2.35477 4.07585  0.00
47 H -1.19503 1.83759 1.65509  0.00
48 H 1.05565 -1.62513 2.54395  0.00

Atoms 1-3, force components in eV/Å:
0.25 0.22 -0.28
-0.26 -0.64 0.05
-0.20 0.04 0.34

Formula: C4H6FNO
Source: the Open Molecules 2025 dataset
Level of theory: ωB97M-V/def2-TZVPD

Structure (SMILES) ... C=C(C)C(=O)NF
HOMO level ... -10.23 eV
Kohn-Sham gap ... 10.247 eV
ΔE to the lowest compared entry with this formula, charge and spin ... 77.68 kcal per mole
Total charge ... 0

Last column: natural (NBO) charge in e.
Element x y z (Å)
1 C -1.06822 0.88076 1.26925  -0.26
2 C -0.39351 0.22398 0.34381  -0.18
3 C -0.96587 -0.22914 -0.90244  -0.63
4 C 1.02765 0.00868 0.59423  0.64
5 O 1.66888 0.38841 1.54715  -0.52
6 N 1.64439 -0.90837 -0.50810  -0.28
7 F 3.06586 -0.67801 -0.60220  -0.23
8 H -2.10835 1.27431 1.19984  0.20
9 H -0.68610 0.97086 2.27890  0.22
10 H -0.83358 0.55890 -1.77741  0.22
11 H -0.50203 -1.16436 -1.13119  0.21
12 H -1.98372 -0.39640 -0.92037  0.23
13 H 1.13459 -0.92961 -1.39149  0.37

Atoms 1-3, force components in eV/Å:
-1.42 0.40 1.41
-0.51 0.92 0.98
1.25 1.88 -3.29

Formula: C3H6F2
Source: the Open Molecules 2025 dataset
Level of theory: ωB97M-V/def2-TZVPD

Structure (SMILES) ... FCCCF
HOMO level ... -11.17 eV
Kohn-Sham gap ... 12.145 eV
ΔE to the lowest compared entry with this formula, charge and spin ... 73.35 kcal per mole
Total charge ... 0

Last column: natural (NBO) charge in e.
Element x y z (Å)
1 F 1.45673 1.69578 -0.29324  -0.37
2 C 0.43486 0.89439 -0.63485  0.07
3 C 0.34392 -0.15841 0.44213  -0.49
4 C -0.71635 -0.94488 0.30527  0.02
5 F -0.83620 -1.18816 -1.19116  -0.42
6 H 0.70215 0.70577 -1.54999  0.18
7 H -0.43984 1.39780 -0.35742  0.15
8 H 1.26680 -0.77495 0.42769  0.22
9 H 0.27252 0.61650 1.41364  0.24
10 H -1.72887 -0.51400 0.28970  0.19
11 H -0.75573 -1.72985 1.14824  0.20

Atoms 1-3, force components in eV/Å:
2.31 2.18 1.21
-0.72 0.27 5.23
6.63 5.30 2.05

Molar mass readings, ordered: 1816.161, 385.192, 103.096, 80.077 g mol⁻¹